1.
{
  "formula": "C4H4N2O2",
  "method": "ωB97M-V/def2-TZVPD",
  "elements": ["C", "C", "C", "O", "C", "N", "N", "O", "H", "H", "H", "H"],
  "xyz": [[-0.183, 2.126, 1.807], [0.011, 1.529, 0.708], [-0.107, 0.764, -0.461], [-0.278, 1.345, -1.438], [-0.145, -0.693, -0.502], [-0.720, -1.368, -1.511], [0.416, -1.674, 0.184], [0.938, -1.163, 1.395], [-0.239, 2.931, 2.671], [-1.036, -2.472, -1.464], [-0.833, -1.100, -2.650], [1.498, -1.871, 1.755]],
  "lowdin_charge": [0.158, -0.029, -0.459, 0.180, -0.361, 0.011, 0.041, -0.095, 0.095, 0.177, 0.189, 0.091],
  "de_lowest_kcal_mol": 163.02,
  "e_lumo_ev": -0.4,
  "homo_energy_ev": -8.38,
  "total_charge": 0,
  "smiles": "C#CC(=O)/C(N)=N\\O"
}

2.
{
  "formula": "C32H90N3O10",
  "method": "ωB97M-V/def2-TZVPD",
  "elements": ["N", "C", "C", "N", "N", "H", "H", "H", "H", "H", "H", "H", "H", "H", "H", "C", "C", "C", "O", "H", "H", "H", "H", "H", "H", "H", "H", "C", "C", "C", "O", "H", "H", "H", "H", "H", "H", "H", "H", "C", "C", "C", "O", "H", "H", "H", "H", "H", "H", "H", "H", "C", "C", "C", "O", "H", "H", "H", "H", "H", "H", "H", "H", "C", "C", "C", "O", "H", "H", "H", "H", "H", "H", "H", "H", "C", "C", "C", "O", "H", "H", "H", "H", "H", "H", "H", "H", "C", "C", "C", "O", "H", "H", "H", "H", "H", "H", "H", "H", "C", "C", "C", "O", "H", "H", "H", "H", "H", "H", "H", "H", "C", "C", "C", "O", "H", "H", "H", "H", "H", "H", "H", "H", "C", "C", "C", "O", "H", "H", "H", "H", "H", "H", "H", "H"],
  "xyz": [[2.708, 1.952, -0.465], [2.059, 2.915, 0.415], [0.843, 3.491, -0.283], [-0.250, 2.490, -0.395], [-1.028, 2.361, 0.817], [3.709, 1.917, -0.323], [2.313, 1.025, -0.397], [1.776, 2.487, 1.376], [2.733, 3.746, 0.570], [1.157, 3.698, -1.298], [0.478, 4.409, 0.155], [-0.872, 2.768, -1.156], [0.150, 1.591, -0.669], [-1.991, 2.477, 0.511], [-0.961, 1.386, 1.094], [7.129, 0.084, 1.127], [6.500, 0.465, -0.203], [7.543, 0.521, -1.305], [5.838, 1.735, -0.093], [7.878, 0.820, 1.428], [6.376, 0.049, 1.915], [7.613, -0.891, 1.068], [5.724, -0.257, -0.465], [8.302, 1.272, -1.072], [7.090, 0.795, -2.259], [8.041, -0.443, -1.421], [6.506, 2.391, 0.138], [12.104, -0.162, 1.038], [11.525, 0.230, -0.313], [12.593, 0.253, -1.396], [10.886, 1.504, -0.222], [12.860, 0.561, 1.353], [11.324, -0.173, 1.800], [12.567, -1.149, 0.999], [10.740, -0.475, -0.590], [13.364, 0.988, -1.155], [12.159, 0.536, -2.355], [13.069, -0.723, -1.503], [11.554, 2.154, 0.024], [7.324, -1.970, 4.889], [8.578, -1.114, 4.970], [9.016, -0.908, 6.411], [8.358, 0.150, 4.338], [6.495, -1.490, 5.408], [7.023, -2.109, 3.849], [7.483, -2.950, 5.339], [9.385, -1.588, 4.409], [8.235, -0.391, 6.976], [9.914, -0.291, 6.455], [9.222, -1.859, 6.903], [7.648, 0.595, 4.814], [-4.631, 0.936, -2.683], [-3.162, 0.875, -2.320], [-2.620, -0.538, -2.409], [-2.973, 1.380, -0.975], [-5.210, 0.318, -1.994], [-5.007, 1.958, -2.608], [-4.800, 0.577, -3.697], [-2.591, 1.527, -2.978], [-3.159, -1.186, -1.711], [-1.561, -0.570, -2.138], [-2.726, -0.942, -3.412], [-3.486, 0.813, -0.385], [-0.365, 0.661, -7.230], [-1.641, 0.541, -6.417], [-2.676, 1.562, -6.860], [-1.363, 0.699, -5.016], [0.082, 1.652, -7.097], [0.372, -0.073, -6.902], [-0.563, 0.514, -8.290], [-2.049, -0.464, -6.526], [-2.297, 2.578, -6.713], [-3.590, 1.465, -6.271], [-2.923, 1.438, -7.914], [-0.995, 1.583, -4.899], [-7.189, -3.616, -0.610], [-5.943, -2.758, -0.468], [-5.490, -2.669, 0.980], [-6.189, -1.444, -0.985], [-8.015, -3.185, -0.038], [-7.503, -3.666, -1.652], [-7.014, -4.630, -0.250], [-5.142, -3.174, -1.081], [-6.264, -2.206, 1.599], [-4.595, -2.048, 1.065], [-5.267, -3.655, 1.388], [-6.899, -1.053, -0.462], [-5.696, 0.312, 4.893], [-6.852, 0.317, 3.904], [-7.988, 1.206, 4.375], [-7.334, -1.014, 3.700], [-6.026, -0.072, 5.861], [-4.892, -0.338, 4.542], [-5.296, 1.316, 5.040], [-6.494, 0.659, 2.929], [-8.385, 0.837, 5.322], [-8.808, 1.188, 3.657], [-7.665, 2.240, 4.510], [-7.665, -1.338, 4.548], [2.892, -1.290, 7.483], [3.405, -2.378, 6.551], [2.618, -3.669, 6.713], [4.793, -2.613, 6.784], [2.999, -1.599, 8.526], [3.466, -0.372, 7.354], [1.839, -1.072, 7.297], [3.333, -2.035, 5.518], [2.717, -4.051, 7.733], [2.998, -4.436, 6.039], [1.558, -3.517, 6.506], [4.891, -2.919, 7.694], [-12.029, -2.710, 4.735], [-11.692, -1.236, 4.899], [-12.417, -0.379, 3.873], [-10.280, -1.037, 4.795], [-11.720, -3.064, 3.748], [-11.500, -3.308, 5.477], [-13.099, -2.886, 4.844], [-11.964, -0.910, 5.903], [-12.119, -0.663, 2.860], [-12.163, 0.674, 4.006], [-13.498, -0.490, 3.957], [-10.003, -1.315, 3.913], [-0.306, 1.648, -12.532], [-1.569, 1.539, -11.693], [-2.623, 2.542, -12.134], [-1.258, 1.727, -10.308], [0.137, 2.643, -12.428], [0.438, 0.923, -12.202], [-0.516, 1.475, -13.588], [-1.972, 0.529, -11.771], [-2.250, 3.564, -12.018], [-3.520, 2.450, -11.522], [-2.897, 2.394, -13.179], [-0.897, 2.615, -10.207]],
  "lowdin_charge": [0.021, -0.251, -0.135, -0.002, 0.107, 0.043, 0.065, 0.113, 0.126, 0.128, 0.132, 0.170, 0.169, 0.082, 0.107, -0.062, -0.483, -0.056, -0.080, 0.083, 0.074, 0.085, 0.135, 0.073, 0.080, 0.081, 0.095, -0.057, -0.502, -0.061, -0.068, 0.083, 0.074, 0.081, 0.129, 0.082, 0.079, 0.081, 0.088, -0.064, -0.495, -0.061, -0.065, 0.061, 0.072, 0.083, 0.135, 0.081, 0.079, 0.081, 0.085, -0.038, -0.469, -0.049, -0.100, 0.056, 0.086, 0.089, 0.112, 0.078, 0.075, 0.082, 0.096, -0.057, -0.478, -0.052, -0.080, 0.084, 0.081, 0.064, 0.141, 0.083, 0.072, 0.077, 0.081, -0.055, -0.492, -0.055, -0.077, 0.084, 0.082, 0.083, 0.134, 0.066, 0.069, 0.085, 0.093, -0.062, -0.496, -0.064, -0.071, 0.085, 0.074, 0.079, 0.131, 0.080, 0.077, 0.082, 0.084, -0.064, -0.500, -0.063, -0.066, 0.083, 0.077, 0.078, 0.135, 0.083, 0.080, 0.079, 0.094, -0.061, -0.491, -0.060, -0.075, 0.081, 0.079, 0.081, 0.139, 0.081, 0.078, 0.081, 0.078, -0.061, -0.493, -0.062, -0.075, 0.082, 0.079, 0.082, 0.138, 0.082, 0.078, 0.082, 0.090],
  "e_lumo_ev": -2.6,
  "homo_energy_ev": -11.40,
  "total_charge": 1
}

3.
{
  "formula": "C39H47Cl3O2P2RuS2Sb",
  "method": "ωB97M-V/def2-TZVPD",
  "elements": ["Ru", "S", "P", "C", "P", "S", "C", "C", "C", "C", "C", "C", "C", "C", "C", "C", "C", "C", "C", "C", "C", "C", "C", "C", "C", "C", "C", "C", "C", "C", "H", "H", "H", "H", "H", "H", "H", "H", "H", "H", "H", "H", "H", "H", "H", "H", "H", "H", "H", "H", "Cl", "C", "Cl", "Cl", "C", "O", "O", "C", "C", "C", "C", "Sb", "C", "C", "C", "C", "C", "C", "C", "C", "H", "H", "H", "H", "H", "H", "H", "H", "H", "H", "H", "H", "H", "H", "H", "H", "H", "H", "H", "H", "H", "H", "H", "H", "H", "H", "H"],
  "xyz": [[0.710, 0.292, 0.498], [1.536, -1.129, 2.176], [-0.427, -1.169, 2.652], [-1.165, -0.531, 1.269], [-1.461, -1.524, -0.066], [0.305, -1.502, -1.037], [-2.109, -3.202, 0.167], [-3.480, -3.444, 0.202], [-3.959, -4.728, 0.414], [-3.069, -5.776, 0.598], [-1.701, -5.540, 0.572], [-1.220, -4.258, 0.355], [-2.761, -0.752, -1.075], [-3.013, -1.224, -2.363], [-4.019, -0.661, -3.129], [-4.788, 0.376, -2.608], [-4.538, 0.849, -1.330], [-3.524, 0.287, -0.562], [-0.805, -0.062, 4.049], [-0.931, -0.547, 5.349], [-1.214, 0.319, 6.398], [-1.371, 1.675, 6.155], [-1.247, 2.162, 4.860], [-0.969, 1.300, 3.812], [-0.956, -2.782, 3.270], [-0.026, -3.773, 3.549], [-0.445, -5.003, 4.042], [-1.795, -5.245, 4.239], [-2.731, -4.257, 3.951], [-2.313, -3.027, 3.475], [-4.179, -2.629, 0.056], [-5.026, -4.909, 0.435], [-3.440, -6.780, 0.761], [-1.006, -6.356, 0.719], [-0.153, -4.070, 0.331], [-2.409, -2.027, -2.772], [-4.206, -1.027, -4.130], [-5.581, 0.812, -3.203], [-5.131, 1.660, -0.926], [-3.302, 0.651, 0.434], [-0.806, -1.602, 5.557], [-1.312, -0.070, 7.404], [-1.592, 2.351, 6.971], [-1.358, 3.221, 4.662], [-0.893, 1.689, 2.805], [1.027, -3.586, 3.375], [0.284, -5.771, 4.265], [-2.122, -6.206, 4.615], [-3.786, -4.448, 4.101], [-3.041, -2.253, 3.258], [1.503, 4.546, 3.119], [2.506, 3.104, 2.899], [4.178, 3.606, 2.585], [2.448, 2.101, 4.352], [1.966, 2.221, 1.745], [0.784, 2.354, 1.355], [2.733, 1.350, 1.296], [4.380, 2.988, -1.053], [3.042, 3.312, -1.722], [2.278, 4.342, -0.890], [3.322, 3.940, -3.089], [1.856, 1.451, -1.811], [3.172, 0.080, -2.919], [2.417, -1.017, -3.668], [4.060, 0.794, -3.935], [4.022, -0.565, -1.819], [0.045, 2.007, -2.933], [-0.438, 0.866, -3.824], [-0.961, 2.254, -1.809], [0.141, 3.263, -3.791], [4.909, 3.930, -0.861], [5.022, 2.385, -1.696], [4.265, 2.472, -0.103], [2.851, 5.277, -0.895], [2.144, 4.055, 0.145], [1.288, 4.562, -1.294], [3.899, 4.857, -2.913], [2.421, 4.231, -3.619], [3.915, 3.308, -3.744], [1.742, -0.627, -4.426], [1.853, -1.673, -3.012], [3.163, -1.637, -4.179], [3.479, 1.323, -4.693], [4.665, 0.041, -4.453], [4.752, 1.497, -3.476], [3.402, -1.062, -1.070], [4.656, 0.155, -1.300], [4.675, -1.322, -2.268], [-0.484, -0.091, -3.304], [0.192, 0.757, -4.709], [-1.452, 1.104, -4.169], [-1.105, 1.369, -1.185], [-1.943, 2.490, -2.236], [-0.664, 3.077, -1.153], [0.869, 3.160, -4.597], [0.381, 4.156, -3.215], [-0.835, 3.433, -4.260]],
  "lowdin_spin": [0.906, -0.030, 0.006, -0.024, -0.001, 0.018, -0.001, 0.000, 0.000, 0.000, 0.000, 0.001, 0.002, 0.000, 0.000, 0.000, 0.000, -0.001, 0.000, 0.000, 0.000, 0.000, 0.000, 0.000, 0.004, 0.000, 0.000, 0.000, 0.000, 0.000, 0.000, 0.000, 0.000, 0.000, 0.001, 0.000, 0.000, 0.000, 0.000, 0.000, 0.000, 0.000, 0.000, 0.000, 0.000, -0.001, 0.000, 0.000, 0.000, 0.000, 0.001, 0.000, 0.001, 0.000, 0.003, 0.003, 0.049, 0.001, 0.008, 0.000, 0.002, 0.025, 0.002, 0.000, 0.001, 0.000, 0.008, 0.001, 0.009, 0.002, 0.000, 0.000, 0.000, 0.000, 0.000, 0.000, 0.001, 0.000, 0.000, 0.000, 0.000, 0.000, 0.000, 0.000, 0.000, -0.001, 0.000, 0.000, 0.000, 0.000, 0.000, 0.005, 0.000, 0.000, 0.000, 0.000, 0.001],
  "de_lowest_kcal_mol": 22.34,
  "e_lumo_ev": [-0.3, -0.2],
  "homo_energy_ev": [-7.44, -7.38],
  "total_charge": 0,
  "s2": 0.7656,
  "multiplicity": 2
}

4.
{
  "formula": "CH3ClN2O2",
  "method": "ωB97M-V/def2-TZVPD",
  "elements": ["C", "N", "N", "O", "O", "Cl", "H", "H", "H"],
  "xyz": [[-0.400, -0.191, -0.902], [-0.554, 1.176, 0.738], [0.617, -0.774, -0.300], [1.716, -0.196, -0.398], [0.432, -1.784, 0.402], [-0.721, 0.232, 2.049], [-1.343, -0.649, -0.757], [-0.052, 0.430, -1.670], [0.305, 1.757, 0.837]],
  "lowdin_spin": [0.422, 0.808, 0.094, 0.217, 0.153, 0.270, 0.010, 0.012, 0.014],
  "de_lowest_kcal_mol": 58.21,
  "e_lumo_ev": [0.6, -2.8],
  "homo_energy_ev": [-8.47, -10.38],
  "total_charge": 0,
  "s2": 2.0127,
  "multiplicity": 3
}

5.
{
  "formula": "C3H5N3O",
  "method": "ωB97M-V/def2-TZVPD",
  "elements": ["O", "C", "C", "N", "N", "C", "N", "H", "H", "H", "H", "H"],
  "xyz": [[2.983, 0.123, -0.163], [1.741, 0.016, 0.466], [0.616, -0.030, -0.519], [0.070, 0.023, -1.556], [-2.642, -0.089, -0.949], [-2.032, -0.212, 0.156], [-0.871, -0.257, 0.698], [3.012, 0.958, -0.649], [1.523, 0.836, 1.163], [1.729, -0.917, 1.031], [-3.654, -0.103, -0.879], [-2.477, -0.349, 1.201]],
  "lowdin_charge": [-0.033, -0.246, -0.265, 0.244, 0.101, -0.547, 0.170, 0.103, 0.125, 0.128, 0.043, 0.176],
  "de_lowest_kcal_mol": 133.55,
  "e_lumo_ev": [-1.6, -1.6],
  "homo_energy_ev": [-9.38, -9.38],
  "total_charge": 0
}